No. 1
Below is a cluster of 17 separate species, C76H124N4O47 in total in a non-equilibrium geometry, with properties calculated with wB97M-V/def2-TZVPD.

The net charge is 0. The lowest unoccupied orbital energy is -0.034 hartree. Its orbital gap is 0.32332 Ha.

The geometry in XYZ format:
```
251
C76H124N4O47, DFT wB97M-V/def2-TZVPD
C 8.44253 5.31860 0.17764
C 7.30054 4.54861 -0.12841
C 6.60731 4.00941 0.94220
C 6.94857 4.35564 2.25522
C 8.02835 5.22502 2.45911
C 8.82549 5.62782 1.41777
N 6.24156 3.78355 3.40103
O 6.32651 4.23739 4.59072
O 5.66741 2.69530 3.13265
H 9.12099 5.75079 -0.54298
H 6.93148 4.30477 -1.11367
H 5.73216 3.41790 0.71721
H 8.34552 5.66611 3.39251
H 9.74671 6.13781 1.65789
C -5.17041 3.85975 -3.12590
C -4.51194 2.73900 -2.49417
C -5.22905 1.93930 -1.61156
C -6.56365 2.18976 -1.27990
C -7.19532 3.26527 -1.92028
C -6.51997 4.11210 -2.84205
N -7.30661 1.31626 -0.27233
O -6.53857 0.63235 0.40945
O -8.50058 1.61542 -0.04278
H -4.51115 4.46063 -3.73476
H -3.47982 2.51348 -2.71838
H -4.70582 1.14191 -1.10482
H -8.19814 3.42333 -1.55182
H -7.08062 4.94316 -3.24380
C 1.89281 0.11477 8.01427
C 1.94034 -0.72861 6.85034
C 2.01309 -0.13642 5.59740
C 2.03949 1.28420 5.45943
C 2.08184 2.02396 6.61059
C 1.89988 1.50149 7.86069
N 2.33507 1.94223 4.15387
O 2.60298 1.28816 3.14030
O 2.47248 3.18484 4.16195
H 1.69099 -0.26845 9.00362
H 1.94351 -1.79442 7.02483
H 2.10520 -0.80910 4.75751
H 2.28224 3.08520 6.61107
H 1.81441 2.07277 8.77324
C 0.03539 -1.53126 2.51687
C 0.32621 -2.88932 2.93482
C -0.24693 -3.39031 4.12200
C -0.98565 -2.47431 4.96329
C -1.18608 -1.17717 4.56369
C -0.84206 -0.73430 3.29722
N -1.39244 -2.99243 6.35312
O -1.58718 -2.13763 7.24567
O -1.78962 -4.12187 6.38965
H 0.26738 -1.17521 1.52399
H 0.87000 -3.57166 2.29834
H -0.08537 -4.41774 4.41301
H -1.63829 -0.45093 5.22284
H -1.37195 0.12654 2.91700
C 0.65584 1.50987 -0.15707
C -0.15301 0.72653 -1.14943
O -0.53856 -0.50127 -0.62746
C -1.81295 -0.59156 -0.08898
O -2.58316 0.32386 0.14478
O -1.99786 -1.89501 0.31058
C -3.08520 -2.36640 1.05581
H 0.15933 1.78702 0.77285
H 1.00338 2.44939 -0.58674
H 1.61048 0.98758 -0.09402
H 0.55932 0.49230 -1.94051
H -1.05461 1.28194 -1.40778
H -2.78668 -2.52669 2.09181
H -3.40454 -3.31288 0.61957
H -4.02212 -1.81047 1.02077
C 3.13611 -8.00603 -1.59999
C 3.84625 -6.69209 -1.52057
O 3.06875 -5.61522 -2.05497
C 1.97708 -5.15729 -1.42339
O 1.54163 -5.50655 -0.30976
O 1.53094 -4.15066 -2.12259
C 0.45705 -3.35201 -1.58048
H 2.61509 -8.25374 -2.52481
H 2.39267 -7.97198 -0.80360
H 3.75540 -8.84768 -1.28981
H 4.70278 -6.75348 -2.19191
H 4.14641 -6.52000 -0.48693
H 0.41095 -2.36769 -2.04640
H 0.52727 -3.14670 -0.51230
H -0.48069 -3.90678 -1.61191
C -7.12443 -2.50310 0.23862
C -7.40901 -1.98357 -1.25863
O -7.67885 -3.04547 -2.11906
C -8.19212 -2.67055 -3.36934
O -8.24656 -1.53909 -3.84438
O -8.55380 -3.75803 -4.14557
C -9.12924 -3.55282 -5.45350
H -7.41157 -1.64217 0.84233
H -6.10028 -2.87564 0.25944
H -7.79315 -3.28094 0.60723
H -6.66977 -1.31073 -1.69328
H -8.33348 -1.40801 -1.30542
H -9.29835 -4.50016 -5.96540
H -8.27390 -3.12358 -5.97526
H -9.94155 -2.84060 -5.30854
C 0.32248 -11.48611 3.22567
C -1.08159 -11.10890 2.61572
O -1.74165 -10.02053 3.20847
C -1.33980 -8.80994 2.95955
O -0.33228 -8.45528 2.35106
O -2.26222 -7.95535 3.44104
C -1.96566 -6.55014 3.25053
H 0.99387 -10.62913 3.27977
H 0.85429 -12.26318 2.67665
H 0.19845 -11.87989 4.23446
H -1.60630 -12.05314 2.76129
H -0.78782 -10.95086 1.57802
H -1.23924 -6.35280 4.03886
H -2.91207 -6.10682 3.56018
H -1.59901 -6.34835 2.24408
C 1.35677 7.10235 -6.64881
C 0.99037 7.55385 -5.26954
O 0.28790 6.61345 -4.46629
C 0.71357 6.29683 -3.23306
O 1.58294 6.90686 -2.54151
O -0.06994 5.34656 -2.80827
C -0.02480 4.77874 -1.56240
H 2.17655 7.67126 -7.08743
H 0.47730 6.94610 -7.27347
H 1.95366 6.21086 -6.45626
H 0.26342 8.34853 -5.43727
H 1.80282 8.08072 -4.76912
H -0.18735 3.70195 -1.60950
H -0.84012 5.12395 -0.92666
H 0.87949 5.01737 -1.00257
C 4.06359 -1.35937 -1.45364
C 4.70961 -0.10537 -2.00512
O 3.85460 0.74397 -2.68456
C 4.24633 2.04605 -2.86915
O 5.30786 2.57456 -2.54869
O 3.42873 2.65044 -3.81735
C 3.50220 4.01387 -4.22313
H 4.83870 -1.88431 -0.89530
H 3.59532 -1.88632 -2.28500
H 3.22076 -0.92554 -0.91556
H 5.40078 -0.54224 -2.72590
H 5.19263 0.48019 -1.22287
H 2.82770 4.71440 -3.73078
H 3.17762 4.03272 -5.26352
H 4.53431 4.33791 -4.08958
C 5.54218 -0.79747 2.35173
C 5.71268 -1.06009 3.86397
O 6.90462 -1.90040 4.07755
C 6.83530 -2.73592 5.15007
O 5.90687 -2.77163 5.88332
O 7.97751 -3.49042 5.20832
C 8.11227 -4.37133 6.29658
H 4.50722 -0.99766 2.07446
H 6.15587 -1.51755 1.81046
H 5.87163 0.18078 2.00159
H 4.73179 -1.25170 4.29898
H 6.13326 -0.11650 4.21162
H 8.10868 -3.85152 7.25464
H 8.93614 -5.06436 6.12612
H 7.25454 -5.04153 6.35328
C 6.97778 10.21442 2.01966
C 6.83119 8.63617 2.14715
O 6.69456 8.17026 0.82590
C 5.52136 8.13875 0.26325
O 4.55159 8.75216 0.71453
O 5.56432 7.17988 -0.81109
C 4.40931 6.74902 -1.51346
H 7.07534 10.74805 2.96508
H 6.21825 10.77912 1.47898
H 7.90524 10.50603 1.52683
H 6.03390 8.14687 2.70664
H 7.78038 8.28887 2.55522
H 3.70297 7.46194 -1.93883
H 3.79429 6.00557 -1.00637
H 4.67119 6.09557 -2.34564
C -2.20551 3.58727 -5.66065
C -0.89840 3.95474 -6.38054
O -0.48277 3.16065 -7.48160
C 0.57445 3.36333 -8.25602
O 1.40217 4.29085 -8.07785
O 0.47476 2.63166 -9.33896
C 1.37085 2.82821 -10.46777
H -2.20634 3.90053 -4.61663
H -2.53620 2.55367 -5.76275
H -2.92928 4.24126 -6.14701
H -0.07201 3.86798 -5.67509
H -0.91316 5.00431 -6.67426
H 2.23439 2.21681 -10.20587
H 1.46489 3.91263 -10.52498
H 0.95942 2.52395 -11.43019
C -4.72753 -0.67320 -4.38191
C -3.41643 -0.24352 -3.76931
O -2.28038 -0.64354 -4.57404
C -1.18894 0.10924 -4.67316
O -0.89835 1.07793 -3.98286
O -0.35314 -0.44801 -5.69597
C 0.89922 0.15352 -6.06060
H -5.58377 -0.35806 -3.78556
H -4.78708 -1.75663 -4.27830
H -4.88579 -0.32115 -5.40128
H -3.38990 -0.61872 -2.74627
H -3.34655 0.84263 -3.82848
H 1.19229 -0.15953 -7.06270
H 1.62784 -0.07722 -5.28344
H 0.82085 1.24035 -6.03302
C -1.14212 -8.72847 -1.53744
C -1.43524 -7.30247 -2.01917
O -2.53647 -6.90104 -1.22686
C -3.25728 -5.85293 -1.62266
O -3.03835 -5.01827 -2.51610
O -4.19539 -5.66227 -0.65216
C -4.51178 -6.45505 0.48490
H -0.92787 -8.63330 -0.47295
H -0.28252 -9.23992 -1.97057
H -1.92385 -9.43112 -1.82605
H -1.81217 -7.24576 -3.04034
H -0.73129 -6.53951 -1.68683
H -5.35777 -7.05828 0.15551
H -4.89887 -5.84030 1.29751
H -3.66673 -7.10699 0.70620
C -5.83766 0.47203 3.81697
C -5.49740 -0.99634 3.36890
O -5.67324 -1.91782 4.42467
C -5.33269 -3.20242 4.29155
O -4.82772 -3.59657 3.19566
O -5.56232 -4.02523 5.36591
C -5.36212 -5.44519 5.30387
H -4.96006 1.03509 4.13458
H -6.51771 0.43776 4.66812
H -6.33954 1.01406 3.01545
H -4.48070 -0.97334 2.97661
H -6.18638 -1.37332 2.61306
H -5.73763 -5.95314 6.19217
H -4.33196 -5.67783 5.03414
H -6.00069 -5.68037 4.45239
C 0.94170 6.09934 2.91221
C -0.42491 5.80882 3.30657
O -1.15311 5.04190 2.30945
C -2.37176 4.60426 2.42298
O -3.11687 4.99372 3.34562
O -2.67718 3.66463 1.53898
C -3.97791 3.09539 1.58139
H 1.14084 6.43871 1.89571
H 1.44328 5.13927 3.03378
H 1.35310 6.87118 3.56268
H -0.89662 6.78805 3.38840
H -0.36343 5.45292 4.33499
H -4.23017 2.48300 2.44709
H -3.86439 2.44989 0.71044
H -4.80737 3.77483 1.38527
```

Atom charges from the Mulliken analysis, given in e for atoms 1 to 2: -0.195, -0.706



No. 2
Below is a cluster of 10 separate species, C76H80ClF9N2O8S3 in total in a non-equilibrium geometry, with properties calculated with wB97M-V/def2-TZVPD.

The net charge is 0. The lowest unoccupied orbital energy is -0.045 hartree. As for the structure (SMILES): C=CC(=O)OCCCCCC[C@@]1(Cl)OS(=O)(=O)O[C@]1(CCCSC(=S)N1CCOCC1)CCC(N)=O.Fc1ccccc1.Fc1ccccc1.Fc1ccccc1.Fc1ccccc1.Fc1ccccc1.Fc1ccccc1.Fc1ccccc1.Fc1ccccc1.Fc1ccccc1. Its orbital gap is 0.26418 Ha.

The geometry in XYZ format:
```
179
C76H80ClF9N2O8S3, DFT wB97M-V/def2-TZVPD
C 4.66023 -2.48664 1.43426
C 5.36777 -2.70995 0.19028
C 4.77084 -2.28487 -1.23117
O 4.65420 -3.21172 -2.07903
O 4.42391 -0.93402 -1.49730
C 3.01009 -0.82662 -1.83793
C 2.73038 0.56171 -2.64234
C 1.42032 0.43767 -3.59168
C 0.07871 0.84779 -2.76570
C -1.15538 -0.14609 -2.99933
C -1.09130 -1.51782 -2.16923
C -0.94425 -2.84373 -3.05157
Cl -1.73339 -2.93506 -4.70480
O 0.49742 -2.88606 -3.35730
S 0.94308 -4.48051 -3.72569
O 0.79678 -4.93838 -5.15204
O 2.31952 -4.93030 -3.34634
O -0.35713 -5.17671 -2.92995
C -1.33066 -4.24854 -2.30294
C -0.81765 -4.21493 -0.78458
C -1.89733 -3.69820 0.28733
C -1.42085 -2.43296 1.14509
S -2.96040 -1.66377 1.91233
C -2.93615 0.16137 1.61173
S -3.97557 0.74672 0.40681
N -2.13043 1.15040 2.33810
C -1.06644 1.77703 1.49621
C 0.41882 1.23311 1.75879
O 0.75744 1.04586 3.16128
C -0.16196 -0.01825 3.59178
C -1.61667 0.64335 3.64618
C -2.72472 -4.94057 -2.66611
C -3.13684 -6.15898 -1.70640
C -2.23042 -7.47555 -1.93892
N -0.98715 -7.67267 -1.15970
O -2.58294 -8.30427 -2.82518
H 4.68770 -1.46075 1.94563
H 4.06776 -3.34857 1.91680
H 6.39675 -3.19671 0.17792
H 2.67614 -1.68379 -2.50870
H 2.41492 -0.73420 -0.86074
H 2.62891 1.39371 -1.86796
H 3.62375 0.75910 -3.32386
H 1.58170 1.22015 -4.42429
H 1.33482 -0.57065 -4.11678
H -0.24026 1.86448 -3.21531
H 0.32665 1.05887 -1.67070
H -2.09763 0.41279 -2.62731
H -1.29022 -0.26669 -4.12377
H -0.13612 -1.45744 -1.51926
H -1.95857 -1.55315 -1.41315
H -0.45867 -5.26520 -0.52723
H 0.09492 -3.51182 -0.69315
H -2.04552 -4.56311 1.04138
H -2.93067 -3.56715 -0.20791
H -0.80922 -2.81664 2.04705
H -0.78846 -1.67915 0.56833
H -1.15251 2.91675 1.65293
H -1.27388 1.62130 0.37014
H 1.13657 2.05620 1.37863
H 0.65802 0.29720 1.12278
H -0.04288 -0.86184 2.83060
H 0.13788 -0.46249 4.61160
H -1.54491 1.55946 4.34449
H -2.32011 -0.09264 4.17473
H -3.57010 -4.15947 -2.76156
H -2.62548 -5.39125 -3.72470
H -4.19911 -6.47312 -2.03343
H -3.21787 -5.89456 -0.60139
H -0.20332 -7.94093 -1.77661
H -1.11620 -8.34078 -0.38995
F 1.81243 3.44863 -4.04000
C 2.95134 4.15942 -4.12020
C 2.93286 5.51080 -3.81350
C 4.11196 6.24472 -3.89153
C 5.29337 5.62107 -4.28586
C 5.29859 4.26450 -4.59635
C 4.12231 3.52753 -4.50786
H 2.00230 5.98059 -3.51667
H 4.11092 7.30118 -3.64653
H 6.21196 6.19570 -4.35085
H 6.21860 3.78107 -4.90738
H 4.10985 2.46870 -4.73749
F 8.39297 7.67826 -6.25996
C 8.05559 7.09045 -7.41931
C 7.03961 7.63556 -8.18824
C 6.69331 7.02976 -9.39142
C 7.35998 5.87939 -9.80665
C 8.37543 5.33800 -9.02364
C 8.72964 5.94970 -7.82553
H 6.52676 8.52591 -7.84498
H 5.90473 7.45250 -10.00455
H 7.08618 5.40474 -10.74345
H 8.89090 4.43975 -9.34628
H 9.52364 5.54707 -7.20754
F 4.76663 9.03534 -6.17710
C 4.71134 10.31440 -5.77278
C 4.73034 10.60114 -4.41689
C 4.67818 11.92659 -3.99840
C 4.59682 12.94935 -4.94028
C 4.57346 12.64903 -6.29908
C 4.63666 11.32443 -6.71868
H 4.78571 9.79165 -3.69842
H 4.70020 12.16263 -2.94001
H 4.55176 13.98297 -4.61268
H 4.50598 13.44648 -7.03129
H 4.62845 11.07270 -7.77276
F 8.11665 0.62775 -5.54431
C 8.20004 -0.63310 -5.08701
C 9.29772 -1.40862 -5.42584
C 9.38646 -2.71231 -4.94819
C 8.37124 -3.22860 -4.14616
C 7.27099 -2.44188 -3.81651
C 7.18730 -1.13467 -4.28488
H 10.07369 -0.99238 -6.05773
H 10.24486 -3.32548 -5.20094
H 8.43912 -4.24719 -3.77764
H 6.47835 -2.84559 -3.19510
H 6.34229 -0.50507 -4.03084
F -2.78494 -12.74512 -7.32614
C -2.25824 -11.59191 -6.88124
C -1.68654 -10.71126 -7.78598
C -1.14567 -9.51478 -7.32592
C -1.17326 -9.21795 -5.96530
C -1.74566 -10.11228 -5.06506
C -2.29652 -11.30394 -5.52598
H -1.66692 -10.96314 -8.83994
H -0.70262 -8.81482 -8.02622
H -0.74702 -8.28602 -5.60692
H -1.76253 -9.88161 -4.00752
H -2.75419 -12.00799 -4.84088
F -2.90065 4.65014 3.82235
C -3.89932 4.20270 4.60270
C -4.45024 5.04673 5.55440
C -5.48780 4.58515 6.35883
C -5.95460 3.28106 6.20870
C -5.38982 2.44132 5.25284
C -4.35985 2.90585 4.44100
H -4.06813 6.05533 5.66178
H -5.93028 5.23810 7.09946
H -6.75995 2.92010 6.83804
H -5.75188 1.42447 5.14006
H -3.91361 2.26834 3.68658
F -7.66417 1.39278 8.18004
C -7.97335 0.13657 7.81474
C -9.21360 -0.12329 7.25389
C -9.53104 -1.42247 6.87122
C -8.60846 -2.44813 7.06384
C -7.36765 -2.17581 7.63274
C -7.04554 -0.87487 8.00549
H -9.92151 0.68630 7.11940
H -10.49594 -1.63588 6.42420
H -8.85868 -3.46218 6.76897
H -6.65264 -2.97553 7.78558
H -6.08088 -0.64260 8.44177
F -6.79796 5.10376 8.99412
C -6.25127 4.69800 10.15260
C -6.51286 3.41899 10.61745
C -5.94256 2.99775 11.81420
C -5.12608 3.86415 12.53732
C -4.87468 5.14810 12.06276
C -5.43571 5.56626 10.86068
H -7.15699 2.76208 10.04539
H -6.13439 1.99609 12.18355
H -4.68514 3.53605 13.47317
H -4.24193 5.82314 12.62900
H -5.24370 6.55936 10.47165
F -5.45448 -4.83358 7.42098
C -4.68367 -5.17162 8.46837
C -3.64774 -4.33331 8.84907
C -2.85286 -4.68056 9.93655
C -3.09657 -5.86716 10.62373
C -4.13681 -6.70348 10.22896
C -4.93893 -6.35157 9.14855
H -3.46817 -3.41800 8.29694
H -2.04429 -4.02814 10.24790
H -2.47320 -6.13943 11.46929
H -4.32280 -7.62929 10.76267
H -5.75863 -6.98618 8.83284
```

Atom charges from the Mulliken analysis, given in e for atoms 1 to 2: -0.677, -0.455